No. 1
A single C4H5N3O molecule. Source: OMol25; level of theory: the ωB97M-V functional and the def2-TZVPD basis.

The max |F| comes out at 7.117 eV/Å. Its LUMO energy is 0.36 eV. The value obtained for the molar mass is 111.10 g/mol. Its HOMO energy is -9.164 eV. The SMILES is [H]/N=C(\N)c1ncco1. As for the gap between HOMO and LUMO: 9.53 eV. The value obtained for the energy above the lowest of the compared OMol25 structures with the same formula, charge and spin is 65.3 kcal per mole. As for the multiplicity: 1.

Each line ends with the Löwdin charge.
Atoms and positions in Å:
N -0.35 -0.49 1.95  0.104
O -1.15 0.10 -0.46  0.022
C -0.05 0.94 -2.09  -0.138
H 0.36 1.47 -3.05  0.147
H -1.27 -0.01 1.95  0.117
H 2.29 -1.15 2.11  0.095
N 1.93 -1.03 1.06  0.112
H -2.24 0.91 -2.08  0.140
C 0.21 -0.19 -0.25  -0.282
N 0.87 0.25 -1.30  0.152
C -1.25 0.79 -1.62  -0.140
C 0.71 -0.52 1.01  -0.447
H -0.06 -1.07 2.77  0.117

=====

No. 2
A single C19H12N4S molecule. Source: OMol25; level of theory: the ωB97M-V functional and the def2-TZVPD basis.

The max |F| comes out at 2.088 eV/Å. Its LUMO energy is -0.06 eV. The value obtained for the molar mass is 328.40 g/mol. Its HOMO energy is -8.557 eV. The SMILES is c1ccc(-c2csc3ncnc(-n4cnc5ccccc54)c23)cc1. As for the gap between HOMO and LUMO: 8.49 eV. The value obtained for the energy above the lowest of the compared OMol25 structures with the same formula, charge and spin is 1.2 kcal per mole. As for the multiplicity: 1.

Each line ends with the Löwdin charge.
Atoms and positions in Å:
C -3.74 0.15 -2.50  -0.197
H 1.06 0.18 -1.99  0.099
C -1.64 1.15 -1.21  -0.103
C -1.83 -0.24 -1.25  -0.199
N -3.67 1.45 -2.46  0.083
N -1.00 -1.19 -0.66  0.047
H 3.32 -0.67 -1.28  0.114
C 0.20 -2.51 0.58  -0.249
H -0.07 4.14 -0.67  0.089
H 1.54 -3.87 1.60  0.109
C 0.79 1.52 -0.32  -0.190
C 1.40 2.05 0.83  -0.019
S -2.31 3.65 -1.63  1.053
C -0.16 -1.26 3.04  -0.064
C 1.49 0.56 -1.10  -0.031
H -0.29 -0.77 4.01  0.100
H 4.26 0.21 0.79  0.100
H -4.53 -0.23 -3.13  0.113
C -0.44 -2.23 -1.41  -0.113
C -0.54 1.98 -0.74  -0.222
N 0.28 -3.06 -0.70  0.140
C 2.66 1.54 1.21  -0.071
H -1.39 0.17 1.91  0.106
H 3.10 1.85 2.11  0.085
C 2.75 0.09 -0.75  -0.061
C 0.92 -3.00 1.68  -0.017
H 0.94 2.79 1.46  0.111
C -0.59 -1.38 0.66  -0.158
C 0.66 -2.40 2.89  -0.104
H -0.55 -2.33 -2.47  0.127
H 1.14 -2.82 3.76  0.097
N -2.92 -0.70 -1.87  0.163
C -0.76 3.34 -0.89  -0.313
C 3.32 0.60 0.43  -0.088
C -0.77 -0.72 1.88  -0.003
C -2.63 1.95 -1.81  -0.534

=====

No. 3
2 unconnected molecules or ions with the total composition C3H10NO2. Source: OMol25; level of theory: the ωB97M-V functional and the def2-TZVPD basis.

The max |F| comes out at 2.160 eV/Å. Its LUMO energy is 4.10 eV. The value obtained for the molar mass is 92.12 g/mol. Its HOMO energy is -2.554 eV. As for the gap between HOMO and LUMO: 6.66 eV. As for the net charge: -1. The value obtained for the energy above the lowest of the compared OMol25 structures with the same formula, charge and spin is 36.2 kcal per mole. As for the multiplicity: 1.

Each line ends with the Löwdin charge.
Atoms and positions in Å:
H -0.62 -0.20 -0.74  0.071
H 2.11 0.05 -0.56  0.063
H -0.58 -0.42 1.67  0.076
C 0.06 -2.19 0.47  -0.517
H 1.59 1.57 -0.07  0.054
H 1.10 -2.65 0.51  0.070
N 0.01 0.32 -0.11  -0.165
H -0.39 2.86 0.37  0.003
C 0.20 -0.69 0.94  -0.277
C 1.28 0.75 -0.73  -0.148
H -0.64 -2.65 1.21  0.067
O -0.42 -2.26 -0.79  -0.383
H 1.13 0.89 -1.80  0.068
O -1.16 3.38 0.12  -0.095
H 1.07 -0.47 1.59  0.087
H -1.74 2.71 -0.27  0.026

=====

No. 4
A molecular structure, C13H23BF4MnNP. Source: OMol25; level of theory: the ωB97M-V functional and the def2-TZVPD basis.

The max |F| comes out at 3.842 eV/Å. Its LUMO energy (alpha / beta) is -9.79 / -11.11 eV. The value obtained for the molar mass is 366.05 g/mol. Its HOMO energy (alpha / beta) is -17.116 / -17.115 eV. As for the gap between HOMO and LUMO (alpha / beta): 7.32 / 6.00 eV. As for the net charge: +2. As for the expectation value of S²: 3.929. As for the multiplicity: 4.

Each line ends with the Löwdin spin population.
Atoms and positions in Å:
H 2.84 -2.63 1.63  0.000
F 0.71 -0.60 3.81  -0.003
C 3.00 -1.55 1.58  -0.003
C -0.87 3.08 -1.37  0.234
C 1.50 2.79 -1.21  0.240
H 0.19 -1.60 1.96  -0.021
H -1.75 3.70 -1.60  0.006
F -1.21 0.23 2.68  -0.005
F -0.54 1.20 4.64  -0.001
H -3.76 -0.27 -0.86  0.001
H -0.02 -2.60 1.27  0.030
C -2.51 1.46 -0.58  0.041
N -1.83 -1.01 -0.46  -0.011
H 0.56 4.55 -2.05  -0.004
H 2.66 -1.10 2.52  0.000
C -1.39 -1.04 -1.91  0.010
C 1.29 1.53 -0.65  0.182
C -2.37 -2.38 -0.13  0.021
H -0.33 -1.44 -1.96  0.001
F 0.80 1.44 2.76  0.003
H -3.03 -2.31 0.77  0.000
C 0.01 1.00 -0.44  -0.061
C -2.91 0.02 -0.23  0.013
H 2.02 -1.24 -2.16  0.000
H 2.07 -2.80 -1.26  0.000
C 0.41 3.58 -1.61  0.005
H -2.86 2.08 0.26  0.020
Mn -0.30 -0.91 0.52  2.040
H -3.19 -0.07 0.83  0.001
H 3.55 -1.75 -1.33  -0.001
H 2.53 3.17 -1.27  0.006
B -0.05 0.57 3.49  0.000
H -2.96 -2.77 -1.00  0.002
H -2.09 -1.71 -2.46  0.000
H -3.12 1.79 -1.44  0.010
H -1.47 -0.02 -2.35  0.001
P 1.93 -0.94 0.26  -0.019
H 4.05 -1.30 1.35  -0.001
C -1.07 1.80 -0.82  0.195
C 2.48 0.80 -0.09  0.037
H 2.75 1.26 0.88  0.015
C 2.44 -1.77 -1.29  0.001
H -1.50 -3.05 0.09  0.006
H 3.34 0.80 -0.78  0.006

=====

No. 5
15 unconnected molecules or ions with the total composition C52H88N17O5. Source: OMol25; level of theory: the ωB97M-V functional and the def2-TZVPD basis.

The max |F| comes out at 2.143 eV/Å. Its LUMO energy is -2.75 eV. The value obtained for the molar mass is 1031.39 g/mol. Its HOMO energy is -11.187 eV. As for the gap between HOMO and LUMO: 8.44 eV. As for the net charge: +1. As for the multiplicity: 1.

Each line ends with the Löwdin charge.
Atoms and positions in Å:
C -7.05 2.33 1.41  -0.244
O -1.49 -6.55 -0.40  -0.187
C -2.51 -5.73 -0.92  -0.224
C 7.33 -2.34 -0.51  -0.060
C -5.51 -6.79 7.84  -0.291
H 0.37 2.87 5.09  0.080
H -2.08 -0.76 -4.77  0.143
H -0.89 -2.99 -2.39  0.123
H -3.05 -4.22 3.47  0.111
C -2.90 -4.56 -0.01  -0.188
H 0.53 -6.65 -0.32  0.096
H 2.03 2.88 -7.97  0.091
H 4.34 11.71 -0.32  0.088
H -0.45 -0.31 -5.25  0.111
C 0.01 2.25 -7.91  -0.288
H -4.70 -0.18 1.75  0.082
H 6.48 -2.44 0.16  0.074
C 0.55 2.22 5.94  -0.067
C -3.12 -4.97 1.45  -0.189
H -3.79 -0.41 -0.37  0.109
N -3.17 -3.14 6.41  0.142
O 0.33 -3.10 -4.67  -0.027
H 3.89 -1.07 1.20  0.076
H 5.56 2.64 1.01  0.090
C 12.24 0.43 7.20  -0.065
H -1.63 -5.12 -10.67  0.084
H -2.09 -1.76 -0.30  0.107
C -3.29 -2.04 6.73  -0.263
C -3.55 -2.55 2.24  -0.190
C -1.51 0.07 -1.25  -0.094
H 0.84 4.14 -7.62  0.074
C -4.26 -6.26 7.31  -0.085
H -0.10 -2.64 0.35  0.119
N 8.85 3.79 1.89  0.130
C -0.17 2.60 -2.50  -0.164
C -1.27 -1.37 -0.90  -0.215
H -0.09 -5.14 -1.02  0.080
H -2.55 0.64 3.34  0.107
C 1.33 6.58 0.30  -0.077
H -7.91 -1.38 4.26  0.090
C -1.02 -1.02 -4.65  -0.093
H 10.23 3.91 4.71  0.071
H -3.78 -0.52 8.09  0.091
C 9.54 3.17 4.32  -0.095
H 8.66 3.14 4.97  0.082
H -0.32 2.73 -1.43  0.106
C 2.48 -1.93 0.08  -0.535
C 11.56 1.71 7.12  -0.267
N 2.99 9.23 1.04  0.137
N 11.03 2.73 7.07  0.141
N -0.89 1.60 -8.22  0.142
H -4.61 -2.75 2.44  0.103
H -0.71 5.21 -5.96  0.072
C -3.05 -1.44 3.21  -0.196
H -1.67 -3.06 -4.93  0.147
H -6.44 4.16 2.23  0.087
H 1.26 2.93 -6.39  0.069
H 0.02 -5.18 -10.02  0.080
H -1.54 1.35 0.45  0.139
C -0.92 -5.72 -10.09  -0.068
O 3.03 2.93 -3.65  0.134
H 0.43 -0.97 -3.08  0.133
H -3.74 -1.29 4.04  0.070
H 2.59 11.96 -0.45  0.086
H -3.46 -6.40 8.02  0.083
C -0.66 -0.94 -3.17  -0.227
C 0.24 5.92 -0.40  -0.265
H 6.18 1.01 0.69  0.041
H 10.02 2.20 4.34  0.070
H -2.39 -1.96 -2.57  0.147
H -1.04 -3.41 -7.08  0.095
C -2.80 -3.86 2.46  -0.206
N -6.49 -7.20 8.27  0.119
C 9.14 3.51 2.96  -0.280
C 0.01 -1.64 -0.08  -0.100
H -7.32 -0.88 2.66  0.051
H -0.17 -5.40 0.74  0.086
C -2.70 -0.10 2.55  -0.183
H -2.13 -1.84 3.66  0.104
C -3.43 -0.63 7.07  -0.067
H -3.37 -6.37 -1.11  0.130
C -7.14 3.78 1.48  -0.053
H -4.36 -5.20 7.10  0.033
O 1.17 2.16 -2.78  -0.019
C -0.25 -5.90 -0.23  -0.100
C -7.03 -1.20 3.66  -0.059
N -5.57 0.65 4.77  0.155
N 4.28 0.72 3.16  0.115
H 6.92 2.01 1.95  0.052
H -2.47 -0.13 6.97  0.043
C 3.16 10.10 0.32  -0.262
C 2.06 3.12 -3.03  -0.376
H -4.15 -5.34 1.60  0.121
H 1.07 -1.40 -6.86  0.058
H -0.90 1.49 -4.18  0.123
H 2.46 -0.29 1.25  0.086
H -6.45 -2.12 3.59  0.071
C -2.20 1.08 -0.38  -0.069
H 7.08 -2.79 -1.47  0.086
H -2.15 2.04 -3.07  0.107
H -2.47 -5.83 1.67  0.111
H -1.84 4.65 -7.21  0.081
H 0.81 1.22 5.59  0.081
H 1.51 -0.68 -1.39  0.111
C 7.66 -0.93 -0.69  -0.275
H 0.08 -0.94 0.76  0.114
N -1.88 -6.15 -7.70  0.127
H 12.41 0.16 8.24  0.086
N 0.56 -2.15 -7.31  0.016
H -1.73 -0.20 2.05  0.082
C 5.04 1.20 2.44  -0.285
H 1.79 4.11 -2.61  0.144
H 13.20 0.49 6.69  0.085
O 2.85 -3.05 0.29  0.102
N -0.64 5.40 -0.93  0.134
N -1.12 0.30 -2.47  0.078
H -0.76 -6.67 -10.60  0.085
H -2.18 6.14 -6.32  0.091
H 1.26 7.66 0.18  0.050
C -1.46 -5.96 -8.76  -0.289
H 1.28 6.34 1.36  0.090
C 3.39 11.23 -0.57  -0.062
C -6.21 -0.16 4.27  -0.279
H -4.33 1.23 -0.27  0.109
H -3.49 -2.21 1.20  0.081
N 3.09 -0.79 0.63  0.140
C -3.81 0.45 1.63  -0.201
C 5.98 1.74 1.47  -0.062
H 1.04 -2.47 -4.53  0.089
C 1.10 3.10 -7.45  -0.064
H 1.12 -2.99 -7.34  0.069
N -3.12 3.80 -4.46  0.149
C -0.76 -2.41 -6.76  -0.219
H 11.64 -0.34 6.72  0.082
H -6.91 4.21 0.51  0.086
N -6.99 1.18 1.37  0.164
H 8.18 -2.87 -0.08  0.086
H -4.01 -6.78 6.38  0.080
H -2.18 -5.33 -1.90  0.115
C -3.57 0.54 0.12  -0.149
H 3.42 10.90 -1.60  0.083
C -1.33 -2.00 -2.30  -0.055
H -1.71 -3.69 2.45  0.110
H -3.80 -4.08 -0.41  0.122
C 1.34 -1.63 -0.87  -0.103
C -1.76 5.14 -6.24  -0.058
N 7.93 0.18 -0.85  0.140
N -1.58 2.13 7.43  0.143
H -8.15 4.07 1.77  0.089
H 1.32 -2.46 -1.59  0.124
H 2.29 6.25 -0.10  0.083
H -4.15 -0.16 6.39  0.033
H -2.09 -3.81 -0.04  0.072
C -0.64 2.16 6.77  -0.270
H -2.37 1.98 -0.97  0.109
C -2.52 4.37 -5.25  -0.251
H -1.46 -1.66 -7.12  0.113
C -1.15 1.62 -3.13  -0.080
H -4.11 1.44 1.99  0.099
C -0.82 -2.44 -5.21  -0.356
H 1.39 2.61 6.52  0.085
H -0.36 3.58 -2.96  0.107

=====

No. 6
A single C6H10 molecule. Source: OMol25; level of theory: the ωB97M-V functional and the def2-TZVPD basis.

The max |F| comes out at 1.808 eV/Å. Its LUMO energy is 1.25 eV. The value obtained for the molar mass is 82.15 g/mol. Its HOMO energy is -8.157 eV. The SMILES is C1CC1C1CC1. As for the gap between HOMO and LUMO: 9.41 eV. The value obtained for the energy above the lowest of the compared OMol25 structures with the same formula, charge and spin is 87.5 kcal per mole. As for the multiplicity: 1.

Each line ends with the Löwdin charge.
Atoms and positions in Å:
H -1.95 1.00 1.06  0.101
H -0.33 -1.43 0.00  0.135
C -1.87 -0.11 -0.86  -0.123
C 1.90 0.11 0.74  -0.113
H -1.91 0.80 -1.44  0.101
H 2.60 0.86 1.14  0.106
H 1.78 -0.78 1.32  0.098
C -1.90 0.00 0.63  -0.133
C 0.49 0.63 -0.13  -0.168
H 1.69 -0.91 -1.13  0.111
H 0.79 1.08 0.89  0.120
H -2.42 -0.77 1.20  0.095
C 1.75 0.10 -0.73  -0.195
H -2.37 -0.96 -1.32  0.096
H 2.39 0.76 -1.31  0.098
C -0.62 -0.38 -0.05  -0.329

=====

What did the third record say?
2 unconnected molecules or ions with the total composition C3H10NO2. Source: OMol25; level of theory: the ωB97M-V functional and the def2-TZVPD basis.

The max |F| comes out at 2.160 eV/Å. Its LUMO energy is 4.10 eV. The value obtained for the molar mass is 92.12 g/mol. Its HOMO energy is -2.554 eV. As for the gap between HOMO and LUMO: 6.66 eV. As for the net charge: -1. The value obtained for the energy above the lowest of the compared OMol25 structures with the same formula, charge and spin is 36.2 kcal per mole. As for the multiplicity: 1.

Each line ends with the Löwdin charge.
Atoms and positions in Å:
H -0.62 -0.20 -0.74  0.071
H 2.11 0.05 -0.56  0.063
H -0.58 -0.42 1.67  0.076
C 0.06 -2.19 0.47  -0.517
H 1.59 1.57 -0.07  0.054
H 1.10 -2.65 0.51  0.070
N 0.01 0.32 -0.11  -0.165
H -0.39 2.86 0.37  0.003
C 0.20 -0.69 0.94  -0.277
C 1.28 0.75 -0.73  -0.148
H -0.64 -2.65 1.21  0.067
O -0.42 -2.26 -0.79  -0.383
H 1.13 0.89 -1.80  0.068
O -1.16 3.38 0.12  -0.095
H 1.07 -0.47 1.59  0.087
H -1.74 2.71 -0.27  0.026

=====

- max |F| of number 3 (C3H10NO2)?
  2.160 eV/Å